# 1
Molecular formula: C22H41BMgN6O4Si
Method: DFT, the ωB97M-V functional and the def2-TZVPD basis

Structure (XYZ):
```
76
Properties=species:S:1:pos:R:3:lowdin_charge:R:1
H 0.383 3.046 -1.631 0.11
N -0.025 1.414 -2.953 -0.03
B -0.516 -0.077 -4.977 -0.45
N -0.134 1.338 -4.351 0.00
C 0.094 2.570 -4.877 -0.05
Mg 0.392 -0.174 -1.745 0.78
H 0.091 2.767 -5.940 0.12
C 0.370 3.468 -3.830 -0.05
H 0.641 4.505 -3.893 0.09
C 0.259 2.703 -2.648 -0.11
H -0.488 0.034 -6.167 0.11
C -2.400 -2.583 -0.508 -0.03
H -1.700 -2.662 0.339 0.00
H -1.866 -2.170 -1.376 -0.01
H -2.864 -3.539 -0.742 0.03
N -1.971 -0.471 -4.555 -0.06
N 0.473 -1.253 -4.580 -0.01
N -2.341 -0.636 -3.237 0.05
N 0.667 -1.578 -3.227 -0.02
C -3.026 -0.700 -5.363 -0.10
C 1.215 -2.087 -5.350 -0.06
H -2.917 -0.609 -6.427 0.11
H 1.250 -1.997 -6.432 0.13
C -4.130 -1.017 -4.579 -0.07
C 1.930 -2.959 -4.517 -0.05
C -3.645 -0.960 -3.254 -0.16
C 1.533 -2.626 -3.202 -0.11
H -5.122 -1.257 -4.906 0.08
H 2.663 -3.696 -4.806 0.09
H -4.227 -1.159 -2.363 0.09
H 1.869 -3.105 -2.289 0.12
H -3.248 -1.919 -0.277 0.01
C -0.992 -2.257 3.125 -0.02
C -1.684 -0.897 3.123 -0.61
C -3.150 -0.885 2.694 -0.02
C -1.621 -0.290 4.512 -0.04
O -0.965 -0.031 2.214 -0.13
Si 0.520 0.064 1.515 0.06
O 0.501 -0.585 0.059 -0.32
O 1.005 1.676 1.455 -0.13
C 0.414 2.741 2.259 -0.63
C -1.069 2.840 1.913 -0.03
C 0.625 2.437 3.735 -0.02
C 1.093 4.056 1.874 -0.04
O 1.628 -0.621 2.557 -0.13
C 3.071 -0.658 2.289 -0.62
C 3.403 -0.363 0.824 -0.06
C 3.708 0.393 3.188 -0.03
C 3.547 -2.067 2.629 -0.03
H -1.422 -2.886 3.912 0.09
H 0.077 -2.130 3.347 0.08
H -1.098 -2.793 2.175 0.07
H -3.765 -1.493 3.370 0.09
H -3.559 0.133 2.749 0.09
H -3.310 -1.278 1.685 0.05
H -0.586 -0.284 4.867 0.09
H -2.040 0.725 4.507 0.09
H -2.215 -0.903 5.203 0.09
H -1.600 1.926 2.205 0.07
H -1.518 3.679 2.462 0.09
H -1.192 3.005 0.832 0.09
H 1.695 2.435 3.988 0.08
H 0.120 3.203 4.338 0.10
H 0.179 1.467 3.996 0.06
H 2.165 4.051 2.109 0.08
H 0.956 4.274 0.806 0.08
H 0.635 4.880 2.441 0.09
H 3.149 0.672 0.545 0.08
H 4.493 -0.450 0.726 0.09
H 2.955 -1.104 0.141 0.08
H 3.465 0.198 4.244 0.10
H 4.796 0.367 3.045 0.09
H 3.348 1.390 2.900 0.07
H 3.316 -2.323 3.671 0.09
H 3.078 -2.799 1.958 0.09
H 4.633 -2.123 2.478 0.09
```

For the energy, the calculation gives -2007.2067 hartree.

---

# 2
Molecular formula: CH4N5
Method: DFT, the ωB97M-V functional and the def2-TZVPD basis

Structure (XYZ):
```
10
Properties=species:S:1:pos:R:3:nbo_charge:R:1
C -0.270 0.958 1.420 0.78
N -0.139 -3.701 -1.423 0.03
N -0.584 2.055 1.487 -0.44
N 0.649 -2.961 -1.132 0.26
N -0.194 -0.300 1.306 -0.80
N 1.284 -2.039 -0.674 -0.65
H -0.478 2.987 1.534 0.46
H -0.018 -0.972 0.537 0.50
H -0.045 -0.829 2.180 0.46
H 2.253 -1.964 -0.671 0.41
```

For the energy, the calculation gives -313.9157 hartree. As for the net charge: +1.

---

no.,Kohn-Sham gap (eV),LUMO level (eV),HOMO energy (eV)
1,9.18,0.38,-8.80
2,9.96,-4.15,-14.12